# 1
The following is a quantum chemistry calculation of a molecular structure, C30H19N6O4SSn, from the OMol25 dataset.

The geometry in XYZ format:
```
61
Properties=species:S:1:pos:R:3:mulliken_charge:R:1
Sn 1.01 0.15 -0.84 0.538
N -1.46 4.37 8.64 -0.558
C -1.23 3.90 7.61 -0.038
C -0.96 3.32 6.33 0.600
C 0.06 3.84 5.53 -0.923
C 0.32 3.29 4.29 -0.078
C -0.43 2.20 3.83 -0.778
C -1.45 1.69 4.64 -0.172
C -1.72 2.25 5.87 -0.925
C -0.15 1.63 2.49 1.373
C -0.31 2.50 1.41 -0.257
C -0.93 3.78 1.42 -0.415
C -0.93 4.22 0.11 -1.251
C -0.30 3.20 -0.64 -0.367
N 0.06 2.18 0.12 0.302
C 0.22 0.29 2.44 -0.177
C 0.42 -0.55 3.58 -0.685
C 0.65 -1.82 3.10 -1.475
C 0.60 -1.72 1.69 -0.096
N 0.35 -0.48 1.29 0.415
H 0.65 4.68 5.89 0.435
H 1.10 3.69 3.67 0.525
H -2.04 0.86 4.27 0.532
H -2.51 1.85 6.49 0.437
H -1.35 4.28 2.28 0.508
H -1.33 5.14 -0.27 0.435
H -0.11 3.19 -1.70 0.492
H 0.41 -0.24 4.61 0.556
H 0.85 -2.71 3.67 0.435
H 0.75 -2.51 0.99 0.536
S -3.20 0.28 -3.16 -0.352
C -3.45 0.43 -1.48 -0.540
C -2.29 0.30 -0.78 -0.700
C -1.14 0.06 -1.58 -0.117
C -1.49 0.05 -2.91 0.632
C -0.59 -0.13 -4.05 0.778
C -1.03 -0.29 -5.36 -0.990
C -0.10 -0.51 -6.36 -0.357
C 1.24 -0.56 -6.03 -0.764
C 1.60 -0.38 -4.71 -0.390
N 0.71 -0.16 -3.74 0.209
H -4.45 0.61 -1.10 0.468
H -2.25 0.36 0.30 0.463
H -2.09 -0.26 -5.59 0.337
H -0.43 -0.65 -7.38 0.410
H 2.00 -0.75 -6.78 0.394
H 2.63 -0.41 -4.39 0.442
O 3.47 -5.62 -2.38 -0.578
C 2.25 -5.47 -2.83 0.423
O 1.73 -6.23 -3.62 -0.665
C 1.49 -4.29 -2.33 0.682
C 0.18 -4.04 -2.69 -0.484
N -0.18 -2.89 -2.10 -0.115
N 0.81 -2.37 -1.37 0.269
C 1.84 -3.20 -1.49 -0.679
C 3.12 -2.90 -0.75 0.613
O 3.98 -3.83 -0.76 -0.855
O 3.14 -1.85 -0.10 -0.526
H 3.75 -4.81 -1.79 0.461
H -0.47 -4.61 -3.33 0.521
H -1.04 -2.37 -2.17 0.088
```

## Properties
Energy above the lowest of the compared OMol25 structures with the same formula, charge and spin = 0.143 eV
HOMO = -5.0887 eV
Total charge = -1

# 2
The following is a quantum chemistry calculation of a molecular structure, C30H20BrF5MnN3O6S2, from the OMol25 dataset.

The geometry in XYZ format:
```
68
Properties=species:S:1:pos:R:3:mulliken_charge:R:1
Mn 0.19 -0.31 0.36 -0.196
F 3.69 1.99 5.49 -0.329
C 2.90 1.98 4.40 0.585
C 2.85 0.86 3.59 -0.040
F 3.58 -0.21 3.89 -0.325
C 2.02 0.88 2.50 -0.286
F 1.95 -0.24 1.73 -0.281
C 1.22 1.96 2.15 1.162
S 0.15 1.94 0.76 -0.363
C 1.29 3.06 2.99 0.095
F 0.56 4.15 2.74 -0.352
C 2.12 3.09 4.10 0.248
F 2.17 4.17 4.88 -0.317
C -6.54 -3.12 4.29 -1.435
C -5.24 -2.41 4.04 1.126
C -5.07 -1.61 2.91 -0.829
C -3.87 -0.94 2.69 -0.344
C -2.84 -1.08 3.60 -0.801
C -2.99 -1.87 4.72 -0.088
C -4.19 -2.53 4.94 -0.777
S -1.32 -0.22 3.28 1.576
O -1.65 1.15 3.02 -0.768
O -0.44 -0.52 4.38 -0.748
N -0.80 -0.95 1.93 0.672
C -0.70 -2.39 2.10 -0.140
C 0.10 -3.00 0.97 -0.176
O 0.29 -4.20 0.89 -0.709
O 0.57 -2.13 0.11 -0.654
H -7.21 -3.03 3.44 0.334
H -7.05 -2.71 5.16 0.311
H -6.37 -4.19 4.48 0.341
H -5.88 -1.51 2.20 0.291
H -3.74 -0.33 1.80 0.398
H -2.16 -1.97 5.41 0.505
H -4.30 -3.15 5.82 0.360
H -1.70 -2.86 2.10 0.289
H -0.21 -2.66 3.04 0.478
O 3.07 1.33 -0.17 -0.708
C 2.65 0.67 -1.10 -0.045
N 3.31 0.50 -2.29 0.107
C 2.66 -0.42 -3.17 2.486
C 1.38 -0.73 -2.34 0.137
O 0.48 -1.43 -2.74 -0.508
N 1.46 -0.06 -1.15 0.624
C 3.45 -1.72 -3.38 -0.240
C 4.78 -1.81 -3.00 -0.244
C 5.50 -2.97 -3.22 -0.849
C 4.90 -4.06 -3.83 -0.413
C 3.57 -3.98 -4.21 -0.944
C 2.85 -2.82 -4.00 -0.055
C 2.35 0.19 -4.54 -0.283
C 1.20 -0.10 -5.25 -0.181
C 0.99 0.44 -6.51 -0.949
C 1.93 1.28 -7.08 -0.356
C 3.09 1.58 -6.38 -0.910
C 3.29 1.04 -5.12 -0.257
H 4.21 0.92 -2.41 0.329
H 5.26 -0.98 -2.49 0.305
H 6.54 -3.03 -2.91 0.386
H 5.46 -4.97 -4.00 0.372
H 3.08 -4.83 -4.67 0.384
H 1.81 -2.76 -4.28 0.355
H 0.45 -0.75 -4.81 0.507
H 0.08 0.21 -7.05 0.386
H 1.77 1.70 -8.06 0.383
H 3.84 2.23 -6.81 0.375
H 4.21 1.28 -4.59 0.289
Br -1.72 0.05 -0.91 -0.293
```

## Properties
Energy above the lowest of the compared OMol25 structures with the same formula, charge and spin = 0.000 eV
Expectation value of S² = 4.042
HOMO (spin up / spin down) = -5.5997 / -5.7398 eV
Total charge = -1
Multiplicity = 4

# 3
The following is a quantum chemistry calculation of a molecular structure, C30H20Cl5N4NiO3S at a distorted geometry, from the OMol25 dataset.

The geometry in XYZ format:
```
64
Properties=species:S:1:pos:R:3:mulliken_charge:R:1
Ni -1.03 -1.46 0.33 -0.083
C 2.37 5.64 0.86 -1.533
C 1.27 4.76 0.33 0.870
C 1.57 3.62 -0.41 -0.777
C 0.57 2.78 -0.85 -0.071
C -0.75 3.07 -0.56 -0.180
C -1.08 4.21 0.15 -0.376
C -0.06 5.05 0.59 -0.672
S -2.01 1.92 -1.09 1.143
O -1.68 1.53 -2.44 -0.624
O -3.28 2.56 -0.86 -0.753
N -1.80 0.64 -0.15 -0.307
C -2.24 0.61 1.13 0.867
C -2.92 1.60 1.89 -1.047
C -3.20 1.34 3.21 -0.437
C -2.83 0.13 3.80 -1.020
C -2.19 -0.80 3.01 0.137
N -1.93 -0.57 1.72 0.102
H 3.28 5.55 0.26 0.372
H 2.62 5.36 1.89 0.268
H 2.07 6.69 0.87 0.422
H 2.61 3.38 -0.62 0.385
H 0.81 1.89 -1.42 0.237
H -2.12 4.43 0.35 0.496
H -0.32 5.94 1.15 0.373
H -3.22 2.52 1.42 0.446
H -3.71 2.09 3.80 0.392
H -3.02 -0.08 4.84 0.396
H -1.86 -1.75 3.40 0.402
C 0.76 0.18 -4.61 -0.581
C 1.34 0.21 -3.35 -0.412
C 0.80 -0.55 -2.32 0.015
C -0.30 -1.35 -2.57 -0.208
C -0.89 -1.39 -3.83 -0.407
C -0.35 -0.62 -4.85 -0.592
N -0.82 -2.12 -1.51 1.123
N -1.30 -3.22 -1.80 -0.838
C -1.74 -3.90 -0.66 0.310
C -2.19 -5.20 -0.80 -0.679
C -2.53 -5.91 0.34 -0.434
C -2.38 -5.30 1.59 -0.859
C -1.94 -3.99 1.69 0.127
C -1.63 -3.23 0.57 0.434
H 1.17 0.78 -5.41 0.386
H 2.21 0.83 -3.17 0.433
H 1.23 -0.54 -1.33 0.405
H -1.76 -2.00 -3.99 0.467
H -0.82 -0.62 -5.83 0.364
H -2.25 -5.64 -1.78 0.432
H -2.88 -6.93 0.28 0.360
H -2.62 -5.86 2.48 0.393
H -1.83 -3.58 2.69 0.186
Cl 6.48 0.25 1.61 -0.240
C 4.96 -0.48 1.25 0.402
C 3.77 0.19 1.54 -0.130
Cl 3.82 1.76 2.27 -0.181
C 2.54 -0.40 1.26 0.910
Cl 1.06 0.40 1.62 -0.096
C 2.41 -1.68 0.65 -1.113
O 1.30 -2.19 0.36 -0.408
C 3.66 -2.33 0.38 0.380
Cl 3.56 -3.89 -0.35 -0.207
C 4.88 -1.75 0.67 0.050
Cl 6.34 -2.59 0.30 -0.218
```

## Properties
Energy above the lowest of the compared OMol25 structures with the same formula, charge and spin = 0.690 eV
HOMO (spin up / spin down) = -4.7882 / -4.7871 eV
Total charge = -1

# 4
The following is a quantum chemistry calculation of a molecular structure, C30H20ClO29PV at a distorted geometry, from the OMol25 dataset.

The geometry in XYZ format:
```
82
Properties=species:S:1:pos:R:3:mulliken_charge:R:1
O 0.77 0.42 1.33 -0.311
V 1.50 0.13 0.00 1.991
Cl 3.77 2.06 2.25 1.779
O 3.69 0.82 2.95 -0.661
O 2.88 3.00 2.79 -0.687
O 5.08 2.67 2.11 -0.749
O 3.40 1.78 0.91 -0.693
P 2.49 -1.10 -2.39 0.995
O 3.92 -1.44 -2.04 -0.770
O 2.85 -0.17 -3.55 -0.707
O 2.91 0.11 -1.48 -0.474
O 1.22 -1.21 -1.46 0.896
C 1.05 3.43 -2.94 -0.568
C 0.92 4.64 -3.59 0.261
C 0.76 5.93 -2.89 0.121
O 0.57 7.02 -3.43 -0.811
C 0.69 5.72 -1.43 -0.677
C 0.88 4.53 -0.86 0.967
C 1.00 3.30 -1.53 -0.700
O 1.02 2.17 -1.05 -0.059
O 0.95 4.45 0.51 -0.358
O 1.06 4.72 -4.93 -0.601
H 1.14 2.67 -3.69 0.502
H 0.51 6.51 -0.72 0.306
H 0.96 5.32 0.91 0.165
H 1.04 5.64 -5.20 0.294
C 3.40 -5.01 1.19 -0.670
C 3.47 -3.78 0.56 0.642
C 3.50 -2.52 1.29 0.228
O 3.20 -1.43 0.77 -0.749
C 3.82 -2.69 2.69 -0.906
C 3.81 -3.88 3.35 0.696
C 3.41 -5.16 2.67 0.401
O 3.13 -6.17 3.27 -0.680
O 4.23 -3.96 4.67 -0.578
O 3.55 -3.66 -0.86 -0.616
H 3.36 -5.97 0.70 0.417
H 4.13 -1.78 3.18 0.524
H 4.15 -4.81 5.10 0.313
H 3.86 -2.80 -1.13 0.487
C -3.22 1.98 1.90 -1.019
C -2.26 2.90 1.61 0.574
C -2.63 4.37 1.40 0.903
O -1.78 5.22 1.25 -0.546
C -4.09 4.65 1.36 -1.103
C -4.98 3.70 1.55 0.485
C -4.68 2.26 1.86 1.058
O -5.44 1.34 2.03 -0.649
O -6.29 3.90 1.56 -0.584
O -0.95 2.65 1.49 -0.196
H -2.96 0.94 2.07 0.307
H -4.46 5.64 1.13 0.416
H -6.82 3.11 1.46 0.339
H -0.52 3.51 1.43 0.022
C -3.25 0.63 -1.47 -0.990
C -4.28 0.62 -2.38 0.458
C -4.17 0.10 -3.77 0.722
O -5.01 0.07 -4.63 -0.646
C -2.83 -0.51 -4.07 -0.847
C -1.78 -0.43 -3.22 0.168
C -1.87 0.17 -1.86 0.555
O -0.93 0.28 -1.14 0.026
O -0.57 -1.09 -3.45 -0.532
O -5.48 1.27 -2.15 -0.559
H -3.31 0.98 -0.45 0.284
H -2.65 -1.04 -5.00 0.446
H -0.06 -1.06 -2.63 0.223
H -6.06 1.06 -2.89 0.311
C -0.15 -4.10 2.48 -0.787
C -0.31 -5.43 2.61 0.291
C -0.57 -6.21 1.39 0.833
O -0.95 -7.40 1.39 -0.845
C -0.63 -5.39 0.14 -0.947
C -0.25 -4.09 0.12 0.623
C -0.03 -3.27 1.34 0.185
O 0.25 -2.08 1.33 -0.446
O -0.26 -3.42 -1.02 -0.708
O -0.47 -6.08 3.79 -0.671
H -0.23 -3.69 3.48 0.309
H -0.91 -5.94 -0.75 0.386
H 0.27 -2.63 -0.83 -0.092
H -0.49 -7.01 3.55 0.286
```

## Properties
Expectation value of S² = 2.057
HOMO (spin up / spin down) = 0.6858 / -0.8307 eV
Total charge = -3
Multiplicity = 3

# 5
The following is a quantum chemistry calculation of a molecular structure, C30H20F6N5O5SSbSm at a distorted geometry, from the OMol25 dataset.

The geometry in XYZ format:
```
69
Properties=species:S:1:pos:R:3:mulliken_charge:R:1
Sm -16.81 -5.79 -1.58 1.553
O -16.37 -0.04 -5.06 -0.543
C -16.63 -1.22 -4.41 0.368
C -16.41 -1.41 -3.04 -1.303
C -16.18 -2.70 -2.63 0.940
N -16.55 -3.78 -3.31 0.715
C -17.17 -3.57 -4.50 0.310
C -17.21 -2.31 -5.13 -0.741
C -17.80 -4.66 -5.26 -0.280
O -18.49 -4.55 -6.24 -0.590
O -17.46 -5.91 -4.73 0.419
C -15.47 -2.85 -1.26 0.388
O -14.57 -2.00 -0.99 -0.643
O -15.84 -3.89 -0.52 -0.476
H -15.68 0.43 -4.48 0.384
H -16.33 -0.66 -2.28 0.565
H -17.76 -2.17 -6.04 0.570
S -16.76 -9.93 -7.13 -0.239
C -15.05 -10.13 -6.90 0.247
C -14.10 -10.58 -7.79 -0.383
C -12.72 -10.16 -7.68 -0.493
C -12.31 -9.50 -6.54 -0.628
C -13.27 -8.95 -5.63 -0.471
C -14.61 -9.27 -5.83 0.104
N -15.62 -8.44 -5.31 0.000
C -16.79 -8.74 -5.81 0.272
C -18.13 -8.23 -5.41 0.869
C -19.18 -9.16 -5.52 -1.195
C -20.48 -8.82 -5.21 -0.737
C -20.80 -7.55 -4.70 -1.099
C -19.74 -6.66 -4.52 0.012
C -18.44 -6.92 -4.94 0.551
H -14.35 -11.32 -8.55 0.369
H -11.96 -10.44 -8.43 0.351
H -11.26 -9.61 -6.25 0.322
H -12.99 -8.30 -4.84 0.543
H -19.00 -10.11 -6.04 0.395
H -21.27 -9.52 -5.27 0.439
H -21.84 -7.29 -4.54 0.431
H -19.95 -5.70 -4.04 0.354
N -13.08 -5.15 -1.65 0.293
C -13.36 -6.34 -1.03 -0.021
C -12.21 -7.13 -0.66 -0.812
C -12.42 -8.34 -0.07 -0.379
C -13.70 -8.76 0.24 -0.890
C -14.74 -7.96 -0.18 -0.200
N -14.56 -6.78 -0.82 0.193
C -13.22 -4.84 -2.96 0.518
C -13.05 -3.49 -3.42 -0.958
C -13.31 -3.18 -4.75 -0.449
C -13.77 -4.20 -5.62 -1.073
C -13.91 -5.49 -5.04 0.168
N -13.63 -5.84 -3.80 0.114
H -12.45 -4.52 -1.12 0.388
H -11.26 -6.74 -0.79 0.559
H -11.59 -8.98 0.17 0.439
H -13.85 -9.70 0.74 0.411
H -15.78 -8.21 -0.14 0.488
H -12.78 -2.79 -2.61 0.375
H -13.18 -2.16 -5.12 0.449
H -13.87 -4.12 -6.72 0.421
H -14.28 -6.20 -5.76 0.215
F -18.72 -5.25 -2.42 -0.638
Sb -19.03 -6.86 2.07 1.673
F -17.34 -6.26 0.44 -0.651
F -16.76 -7.88 -2.37 -0.606
F -18.38 -8.16 3.31 -0.544
F -20.74 -7.01 3.12 -0.618
F -18.41 -5.49 3.19 -0.522
```

## Properties
Expectation value of S² = 6.468
HOMO (spin up / spin down) = -8.5663 / -8.5735 eV
Multiplicity = 5

# 6
The following is a quantum chemistry calculation of a molecular structure, C30H21Cl8NNaOP2Si, from the OMol25 dataset.

The geometry in XYZ format:
```
65
Properties=species:S:1:pos:R:3:mulliken_charge:R:1
Na 1.89 -2.01 -1.09 0.883
N -0.51 1.47 -1.25 -0.229
P 1.09 1.03 -0.74 0.138
C 1.14 1.72 0.96 0.934
C 1.80 0.99 1.94 -0.253
C 1.87 1.48 3.24 -0.685
C 1.28 2.69 3.56 -0.580
C 0.62 3.42 2.58 -0.550
C 0.55 2.94 1.28 -0.385
C 2.06 2.31 -1.62 0.513
C 3.42 2.07 -1.76 -0.194
C 4.24 3.01 -2.37 -0.646
C 3.71 4.19 -2.85 -0.445
C 2.35 4.44 -2.71 -0.864
C 1.53 3.51 -2.09 0.038
P -1.73 0.22 -1.15 -0.074
C -3.22 1.28 -0.92 0.311
C -3.19 2.65 -0.72 0.153
C -4.37 3.36 -0.55 -0.627
C -5.59 2.71 -0.58 -0.444
C -5.63 1.33 -0.78 -0.587
C -4.46 0.63 -0.96 -0.545
C -1.43 -0.29 0.58 -0.441
C -0.87 -1.54 0.78 0.365
C -0.51 -1.95 2.06 -0.634
C -0.74 -1.12 3.14 -0.439
C -1.33 0.12 2.95 -0.742
C -1.68 0.54 1.68 0.070
H -0.47 1.83 -2.21 0.337
H 2.25 0.04 1.70 0.170
H 2.39 0.91 3.99 0.475
H 1.34 3.07 4.57 0.371
H 0.16 4.37 2.83 0.409
H 0.03 3.50 0.52 0.185
H 3.85 1.14 -1.41 -0.114
H 5.30 2.80 -2.47 0.439
H 4.34 4.92 -3.33 0.361
H 1.92 5.36 -3.09 0.398
H 0.47 3.73 -1.97 0.287
H -2.24 3.16 -0.69 0.161
H -4.34 4.43 -0.40 0.395
H -6.51 3.26 -0.44 0.354
H -6.58 0.82 -0.80 0.385
H -4.49 -0.44 -1.13 0.423
H -0.70 -2.20 -0.07 0.260
H -0.06 -2.93 2.20 0.510
H -0.46 -1.44 4.13 0.407
H -1.51 0.78 3.80 0.381
H -2.13 1.52 1.53 0.385
Cl -1.48 -9.03 -0.40 -0.226
C -0.90 -7.42 -0.63 0.417
C -1.75 -6.41 -1.09 -0.006
Cl -3.40 -6.79 -1.43 -0.215
C -1.29 -5.12 -1.28 0.485
Cl -2.33 -3.87 -1.85 -0.175
C 0.06 -4.75 -1.02 -0.649
O 0.48 -3.57 -1.20 -0.877
C 0.90 -5.80 -0.55 0.433
Cl 2.54 -5.38 -0.20 -0.174
C 0.43 -7.09 -0.36 -0.014
Cl 1.51 -8.31 0.23 -0.206
Cl 6.02 -3.12 0.60 -0.334
Si 4.42 -1.73 0.40 0.294
Cl 4.43 -1.53 -1.88 -0.412
Cl 5.50 0.10 0.82 -0.362
```

## Properties
HOMO = -5.2054 eV
Total charge = -1

# 7
The following is a quantum chemistry calculation of a molecular structure, C30H21ClF9NO3PRe at a distorted geometry, from the OMol25 dataset.

The geometry in XYZ format:
```
67
Properties=species:S:1:pos:R:3:mulliken_charge:R:1
Re -0.18 -0.46 0.01 1.334
Cl 6.01 3.46 0.34 -0.059
C 4.74 2.36 0.23 0.227
C 5.01 0.98 0.12 -0.807
C 3.97 0.09 0.02 0.289
C 2.65 0.56 0.04 0.437
O 1.65 -0.29 -0.06 -0.076
C 2.37 1.95 0.18 0.527
C 1.00 2.41 0.24 -0.053
O 0.02 1.65 0.20 -0.605
C 3.41 2.84 0.26 -0.860
H 6.04 0.64 0.10 0.579
H 4.15 -0.98 -0.07 -0.002
H 0.81 3.49 0.33 0.453
H 3.24 3.91 0.36 0.489
C -3.92 -1.90 0.60 -0.525
C -3.33 -0.55 0.44 0.517
N -4.01 0.54 0.58 -0.254
O -2.06 -0.45 0.14 -0.489
H -4.99 -1.85 0.74 0.488
H -3.45 -2.38 1.47 0.034
H -3.68 -2.50 -0.28 0.220
H -5.00 0.50 0.81 0.296
H -3.59 1.46 0.47 0.253
F 6.65 -3.82 -1.08 -0.260
C 6.07 -3.64 0.10 0.764
F 6.49 -4.57 0.95 -0.234
F 6.48 -2.43 0.58 -0.245
C 4.56 -3.61 0.00 -0.092
C 3.94 -3.47 -1.23 -0.973
C 2.57 -3.30 -1.29 -0.857
C 1.82 -3.30 -0.12 1.030
C 2.44 -3.49 1.12 -0.640
C 3.82 -3.64 1.18 -0.958
P 0.07 -2.90 -0.21 1.240
C -0.58 -3.58 -1.73 0.601
C -1.42 -2.83 -2.56 -0.630
C -1.95 -3.38 -3.71 -1.020
C -1.64 -4.70 -4.03 0.070
C -0.81 -5.46 -3.23 -0.986
C -0.27 -4.90 -2.08 -0.316
C -2.19 -5.29 -5.32 0.808
F -1.39 -4.97 -6.34 -0.223
F -2.28 -6.61 -5.24 -0.244
F -3.41 -4.79 -5.58 -0.247
C -0.84 -3.56 1.20 1.256
C -0.78 -2.86 2.41 -0.265
C -1.52 -3.29 3.50 -1.287
C -2.32 -4.42 3.37 0.039
C -2.37 -5.13 2.18 -1.044
C -1.63 -4.69 1.09 -0.505
C -3.18 -4.82 4.56 0.778
F -3.69 -6.04 4.40 -0.248
F -2.48 -4.79 5.69 -0.236
F -4.20 -3.95 4.67 -0.255
H 4.53 -3.48 -2.14 0.523
H 2.09 -3.18 -2.26 0.556
H 1.86 -3.53 2.03 0.479
H 4.31 -3.79 2.13 0.513
H -1.65 -1.79 -2.32 0.279
H -2.59 -2.80 -4.36 0.484
H -0.58 -6.48 -3.50 0.510
H 0.38 -5.50 -1.45 0.625
H -0.14 -1.98 2.52 0.348
H -1.47 -2.76 4.44 0.485
H -2.99 -6.01 2.11 0.543
H -1.69 -5.24 0.16 0.425
```

## Properties
Energy above the lowest of the compared OMol25 structures with the same formula, charge and spin = 0.223 eV
Expectation value of S² = 0.973
HOMO (spin up / spin down) = -17.6505 / -17.4860 eV
Total charge = +3
Multiplicity = 2